(1)
This record from the Open Molecules 2025 dataset describes a 2-piece molecular cluster, C3H8N4 overall. The level of theory is ωB97M-V with the def2-TZVPD basis set.

Cartesian coordinates (Å):
C 0.62 2.40 -0.06
C 0.06 1.08 0.44
C -0.39 -0.03 -0.18
N -1.01 -1.11 0.38
N -1.71 -2.17 -0.10
H -0.10 3.14 -0.29
H 1.26 2.74 0.72
H 1.20 2.30 -0.96
H -0.19 1.26 1.47
H -0.36 -0.05 -1.39
H -1.24 -0.90 1.36
H -2.41 -1.80 -0.78
H -1.07 -2.53 -0.83
N 2.99 -1.80 -0.13
N 2.36 -2.54 0.35

Computed properties:
Relative energy (zero: lowest compared OMol25 entry of this formula, charge and spin) (kJ/mol): 205.4
HOMO energy (eV): -7.6
HOMO-LUMO gap (eV): 8.76

Löwdin atomic charge list, values in e, 4 entries: number 1, C, carries -0.125; number 2, C, carries -0.192; number 3, C, carries -0.201; number 4, N, carries -0.201

***

(2)
This record from the Open Molecules 2025 dataset describes a 5-piece molecular cluster, C17H34Cl8NO4PS overall. The level of theory is ωB97M-V with the def2-TZVPD basis set.

Cartesian coordinates (Å):
C 3.54 -0.34 -0.08
C 2.41 0.09 0.83
O 2.65 1.36 1.47
P 2.31 2.78 0.83
O 3.13 3.85 1.40
C 0.54 3.06 1.08
C -0.42 1.87 1.24
C -1.16 1.37 -0.04
C -2.70 1.61 0.03
C -3.22 2.97 -0.44
C -2.78 4.17 0.42
S -1.82 5.44 -0.46
C -0.56 1.75 -1.41
C 0.00 0.46 -2.05
N -0.61 -0.60 -1.25
C -1.02 -0.16 -0.03
O -1.23 -0.87 0.93
O 2.47 2.59 -0.75
C 3.51 3.31 -1.46
C 4.91 2.82 -1.16
H 4.49 0.08 0.26
H 3.38 -0.02 -1.11
H 3.61 -1.43 -0.09
H 1.45 0.10 0.30
H 2.30 -0.62 1.65
H 0.23 3.73 0.28
H 0.54 3.64 2.01
H 0.09 1.03 1.71
H -1.18 2.17 1.96
H -3.18 0.84 -0.58
H -3.01 1.43 1.06
H -2.95 3.15 -1.48
H -4.31 2.92 -0.42
H -2.14 3.87 1.24
H -3.65 4.67 0.86
H -2.68 5.58 -1.48
H 0.18 2.55 -1.39
H -1.35 2.11 -2.06
H 1.09 0.41 -2.02
H -0.34 0.39 -3.08
H -0.20 -1.53 -1.24
H 3.27 3.16 -2.51
H 3.41 4.37 -1.24
H 5.14 2.94 -0.10
H 5.62 3.43 -1.72
H 5.03 1.78 -1.45
Cl 0.84 -5.66 -2.59
C 0.58 -4.95 -1.00
Cl 1.44 -3.41 -0.76
H -0.48 -4.75 -0.87
H 0.94 -5.65 -0.25
Cl -0.13 -2.67 -4.33
C -1.58 -2.49 -5.32
Cl -2.78 -1.42 -4.57
H -1.29 -2.06 -6.27
H -2.03 -3.47 -5.45
Cl -1.47 -6.45 1.26
C -2.34 -5.10 2.01
Cl -1.76 -3.53 1.46
H -3.39 -5.19 1.75
H -2.19 -5.17 3.08
Cl -2.97 -5.41 5.44
C -1.83 -5.35 6.80
Cl -0.60 -4.10 6.57
H -2.39 -5.13 7.69
H -1.33 -6.31 6.86

Computed properties:
HOMO energy (eV): -9.1
HOMO-LUMO gap (eV): 9.68

Löwdin atomic charge list, values in e, 4 entries: number 1, C, carries -0.070; number 2, C, carries -0.245; number 3, O, carries -0.188; number 4, P, carries 0.478

***

(3)
This record from the Open Molecules 2025 dataset describes C4H7BrOS in the gas phase. The level of theory is ωB97M-V with the def2-TZVPD basis set.

Cartesian coordinates (Å):
C 0.39 0.35 0.64
C -0.59 -0.42 1.40
C 0.79 -0.10 -0.86
C -1.18 -0.52 -2.22
O -0.19 0.25 -1.82
S -2.89 -0.07 -1.76
Br -0.86 -2.35 -2.50
H 0.14 1.37 0.29
H 1.42 0.54 1.15
H -0.21 -1.31 1.64
H -1.44 0.02 1.81
H 1.67 0.49 -1.25
H 0.88 -1.12 -0.87
H -2.79 1.02 -2.48

Computed properties:
Relative energy (zero: lowest compared OMol25 entry of this formula, charge and spin) (kJ/mol): 369.4
HOMO energy (alpha / beta) (eV): -8.4 / -7.5
HOMO-LUMO gap (alpha / beta) (eV): 8.58 / 7.42

Löwdin atomic charge list, values in e, 4 entries: number 1, C, carries -0.231; number 2, C, carries 0.054; number 3, C, carries -0.194; number 4, C, carries -1.115

***

Calculated values (hartree) of E for the records, taken in order: -338.0755; -5445.0460; -3203.8732.